1.
Below is a 2-piece molecular cluster, C5H6O overall at a distorted geometry, with properties calculated with ωB97M-V/def2-TZVPD.

Geometry (Å):
H  -0.9646  -0.9829  1.7046
H  -1.4193  -0.9245  -1.9957
C  -0.1482  -0.5102  -0.0479
C  -0.7768  -0.6136  -1.2290
C  0.2383  0.4465  -1.1129
H  0.9391  -0.5779  1.7109
C  0.0997  -1.0204  1.2235
H  0.1738  -2.0339  1.1865
O  -1.3882  2.7342  0.1456
H  -0.2194  3.3239  -1.4548
H  1.0350  0.6767  -1.8205
C  -0.5566  2.6060  -0.6895

Atomic forces in eV per Å
2.060 0.599 0.168
-0.955 -0.807 -0.305
-0.314 1.136 -5.694
1.998 1.834 1.930
-1.930 2.121 0.849
0.070 0.422 0.759
-2.849 0.941 2.493
0.836 -3.116 -0.224
0.226 0.485 -0.149
-0.038 0.707 0.130
0.327 -0.449 0.601
0.569 -3.874 -0.557

Total energy, eV: -7323.54494
Largest force on an atom, eV/Å: 5.8
HOMO-LUMO gap (spin up / spin down), Ha: 0.2851 / 0.2851
Charge: 0
E_HOMO (spin up / spin down), eV: -6.725 / -6.726


2.
Below is one molecule with the formula C5H6O at a distorted geometry, with properties calculated with ωB97M-V/def2-TZVPD.

Geometry (Å):
C  -0.2635  0.2324  0.0980
H  -2.1277  -0.8647  -0.3985
O  -0.3181  -1.7610  -0.9021
C  0.9718  -1.5062  -0.5902
C  -1.0618  -0.7244  -0.4134
H  1.6788  -2.2379  -0.9641
C  1.0546  -0.3229  0.0827
C  -0.5427  1.6271  0.5649
H  -0.7302  2.2483  -0.3180
H  0.3253  2.0682  1.0734
H  -1.4096  1.6940  1.2240
H  1.4173  -0.1642  1.0766

Atomic forces in eV per Å
-0.477 -0.179 -0.018
-0.074 0.067 -0.450
-0.093 0.016 -0.319
-0.078 -0.118 0.202
-0.302 0.271 -0.282
-0.108 0.105 0.432
-0.687 -0.459 0.504
-0.187 0.030 0.038
-0.044 0.008 0.201
-0.208 -0.275 -0.066
0.009 0.037 -0.041
2.248 0.497 -0.199

SMILES string: Cc1ccoc1
Total energy, eV: -7327.81633
Largest force on an atom, eV/Å: 2.3
HOMO-LUMO gap, Ha: 0.3562
Charge: 0
E_HOMO, eV: -8.624


3.
Below is one molecule with the formula C5H6O at a distorted geometry, with properties calculated with ωB97M-V/def2-TZVPD.

Geometry (Å):
O  0.7443  1.6102  1.5941
H  1.9649  0.5742  -0.4734
C  0.4869  -0.6562  -1.2510
H  -1.2483  -0.7167  1.3382
H  -1.6119  0.9863  1.7883
H  -1.8195  0.4554  0.1457
C  1.1810  -0.0852  -0.0518
C  0.2538  0.7626  0.8995
C  0.0473  -1.0077  -2.3369
C  -1.1841  0.3413  1.0367
H  1.6512  -0.8724  0.4769
H  -0.4655  -1.3918  -3.1663

Atomic forces in eV per Å
0.028 0.194 -0.166
-0.285 -0.213 0.577
-0.298 -0.156 -1.447
0.099 0.338 -0.070
-0.177 -0.023 0.423
0.605 -0.096 -0.036
-1.199 1.341 -1.839
0.650 -1.206 -0.422
0.799 0.715 2.938
-0.487 0.025 -0.160
0.447 -0.734 0.844
-0.181 -0.185 -0.641

SMILES string: C#CCC(C)=O
Total energy, eV: -7327.51678
Largest force on an atom, eV/Å: 3.1
HOMO-LUMO gap, Ha: 0.3883
Charge: 0
E_HOMO, eV: -9.726


4.
Below is one molecule with the formula C5H6O, with properties calculated with ωB97M-V/def2-TZVPD.

Geometry (Å):
H  -0.8448  2.0967  0.6830
C  0.7170  0.9616  -0.1918
H  -0.1547  -1.7073  0.7002
H  0.7330  -2.1601  -0.8898
H  1.3532  1.8174  -0.4280
C  1.4104  -0.2898  -0.0736
O  2.6372  -0.4203  -0.1196
H  -2.5103  0.3221  0.7571
C  -1.6350  0.2320  0.1061
C  0.5254  -1.4344  -0.1027
H  -1.6053  -0.5626  -0.6368
C  -0.6259  1.1446  0.1959

Atomic forces in eV per Å
-0.020 -0.102 -0.045
0.226 0.796 0.161
0.214 0.117 -0.197
-0.092 0.027 0.335
-0.204 -0.095 0.148
0.336 -0.211 -0.497
-0.553 0.235 -0.014
0.156 0.031 -0.494
-0.037 0.059 0.086
-0.031 -0.936 0.073
-0.069 0.155 0.280
0.074 -0.075 0.165

Total energy, eV: -7325.68156
Largest force on an atom, eV/Å: 0.9
HOMO-LUMO gap (spin up / spin down), Ha: 0.2799 / 0.2992
Charge: 0
E_HOMO (spin up / spin down), eV: -8.932 / -8.575